# 1
# C36H47BrN3O20P

A 6-piece molecular cluster, C36H47BrN3O20P overall at a distorted geometry (ωB97M-V/def2-TZVPD, OMol25).

Element x y z (Å)
H: -1.9966 -6.7147 -0.7121
N: -2.1765 -6.1934 0.1514
C: -2.4554 -5.0059 -0.2000
C: -2.8037 -3.8329 0.7807
C: -1.5645 -2.9895 1.2505
C: -0.3599 -2.7749 0.2956
C: -0.7613 -2.4166 -1.1894
O: 0.2441 -2.9643 -2.0777
C: -0.0343 -4.2755 -2.4109
O: -0.5720 -4.5672 -3.4375
C: -0.9342 -3.9186 2.3719
O: -0.1749 -4.8534 2.2845
N: -1.3798 -3.6236 3.7043
C: -1.9523 -2.2522 3.6505
C: -3.2700 -2.4207 4.4096
C: -4.3774 -2.6867 4.8068
P: -0.8151 -1.2668 4.7956
O: -1.5361 0.2151 5.1040
Br: 1.0911 -0.7103 3.6767
C: -2.0270 -1.7774 2.1622
C: -3.3429 -1.0263 1.8464
C: -3.4879 -0.5513 0.3587
C: -3.9358 0.9451 0.3078
N: -2.9903 1.9178 0.8690
C: -1.6212 1.6474 0.4160
C: -0.6642 2.8433 0.5069
C: -0.7845 3.9146 1.4213
C: 0.2147 4.9240 1.4050
C: 1.2923 4.8987 0.4944
C: 1.4305 3.8238 -0.4344
C: 0.4438 2.8244 -0.3910
O: 0.5934 1.7360 -1.2817
H: -2.4637 -4.7628 -1.2873
H: -3.2851 -4.2875 1.6756
H: -3.6084 -3.2104 0.2908
H: 0.2698 -1.9236 0.6448
H: 0.3211 -3.6437 0.2308
H: -0.7344 -1.3206 -1.3569
H: -1.7867 -2.7463 -1.4543
H: 0.2414 -5.0543 -1.6608
H: -0.6518 -3.5834 4.4208
H: -5.3084 -3.1226 5.1453
H: -0.9611 0.6094 5.7796
H: -1.2004 -1.0451 2.0475
H: -3.3519 -0.1101 2.4796
H: -4.2482 -1.6126 2.1054
H: -4.3321 -1.1367 -0.0735
H: -2.6163 -0.7893 -0.2830
H: -4.2593 1.2304 -0.7163
H: -4.8567 1.0118 0.9361
H: -3.0551 1.9661 1.8806
H: -1.6884 1.2874 -0.6329
H: -1.1620 0.8209 1.0202
H: -1.6246 3.9053 2.1298
H: 0.1653 5.7531 2.1235
H: 2.0654 5.6941 0.5034
H: 2.2691 3.7652 -1.1444
H: 0.9696 1.0392 -0.7208
O: 6.3915 -6.8193 3.1693
C: 5.2698 -6.4530 3.0392
O: 4.2965 -7.1593 2.3994
C: 3.0591 -6.4950 2.6558
C: 3.4791 -5.0962 2.9608
O: 4.7865 -5.2672 3.5091
H: 2.4040 -6.5481 1.7886
H: 2.5687 -6.9817 3.5017
H: 3.5472 -4.4766 2.0632
H: 2.8144 -4.6141 3.6751
O: 2.6936 7.4974 1.7051
C: 3.8829 7.4564 1.6950
O: 4.6853 8.2877 2.4093
C: 6.0185 7.7825 2.3143
C: 5.9817 6.9851 1.0392
O: 4.6123 6.5741 0.9680
H: 6.7403 8.5951 2.2785
H: 6.2247 7.1629 3.1907
H: 6.2159 7.5886 0.1604
H: 6.6440 6.1283 1.0636
O: -4.9654 -3.8792 -0.9988
C: -5.4273 -3.2674 -1.9130
O: -6.5296 -3.6417 -2.6060
C: -6.8922 -2.5519 -3.4580
C: -5.5931 -1.8124 -3.6146
O: -4.9117 -2.1087 -2.3918
H: -7.2860 -2.9120 -4.4062
H: -7.6590 -1.9541 -2.9601
H: -4.9974 -2.1830 -4.4477
H: -5.7342 -0.7397 -3.7314
O: 8.7615 6.5370 0.4579
C: 9.3424 7.5730 0.5123
O: 8.7382 8.7884 0.6059
C: 9.7559 9.7530 0.8771
C: 10.9943 9.0850 0.3400
O: 10.6921 7.6976 0.4878
H: 9.5389 10.6969 0.3810
H: 9.8043 9.9220 1.9552
H: 11.1611 9.2992 -0.7179
H: 11.8894 9.3496 0.8994
O: -5.7512 -0.6044 -7.2394
C: -5.3317 -1.6681 -7.5587
O: -5.2476 -2.7398 -6.7227
C: -4.9170 -3.8788 -7.5190
C: -4.2527 -3.2593 -8.7207
O: -4.8743 -1.9761 -8.7976
H: -4.2578 -4.5544 -6.9769
H: -5.8366 -4.4101 -7.7744
H: -3.1780 -3.1232 -8.5818
H: -4.4218 -3.8284 -9.6327

Calculated values
Spin multiplicity: 1
Structure (SMILES): [H]/N=C/C[C@]1(CCOC=O)C(=O)N[C@@](C#C)(P(O)Br)[C@@H]1CCCNCc1ccccc1O.O=C1OCCO1.O=C1OCCO1.O=C1OCCO1.O=C1OCCO1.O=C1OCCO1

***

# 2
# C36H47F3HfNO4Se

C36H47F3HfNO4Se as an isolated structure at a distorted geometry (ωB97M-V/def2-TZVPD, OMol25).

Element x y z (Å)
Hf: 2.1148 -0.0423 -0.5101
C: -3.7018 -2.1191 2.9060
C: -3.2817 -2.9849 1.7185
C: -4.2636 -2.7390 0.5638
C: -3.3468 -4.4603 2.1424
C: -1.8664 -2.6552 1.2417
C: -1.1084 -1.6265 1.7649
C: 0.1645 -1.3935 1.2638
Se: 1.1791 0.1197 1.9413
C: 0.2199 1.5591 1.0397
C: -1.0716 1.8654 1.4205
C: -1.7617 2.8725 0.7644
C: -1.0839 3.5434 -0.2464
C: 0.2267 3.2835 -0.6573
C: 0.8953 2.2631 0.0201
O: 2.1832 1.8689 -0.2515
C: 0.7938 4.1827 -1.7763
C: 2.2014 3.8235 -2.2644
C: -0.1286 4.1162 -3.0047
C: 0.8426 5.6290 -1.2429
C: -3.2013 3.2110 1.1699
C: -3.7919 4.3050 0.2826
C: -3.2187 3.6942 2.6280
C: -4.0792 1.9566 1.0398
C: 0.7560 -2.2006 0.2736
O: 2.0572 -1.9206 -0.0678
C: -0.0098 -3.2236 -0.3000
C: -1.2888 -3.4020 0.2150
C: 0.4185 -4.1885 -1.4269
C: 1.7767 -3.8854 -2.0679
C: -0.6408 -4.1416 -2.5477
C: 0.4915 -5.6113 -0.8429
H: -4.7070 -2.4072 3.2251
H: -3.7343 -1.0540 2.6432
H: -3.0301 -2.2485 3.7627
H: -5.2851 -2.9777 0.8798
H: -4.0272 -3.3618 -0.3054
H: -4.2384 -1.6903 0.2479
H: -4.3408 -4.6938 2.5364
H: -2.6103 -4.6769 2.9233
H: -3.1585 -5.1352 1.3004
H: -1.4875 -0.9976 2.5597
H: -1.5353 1.3142 2.2311
H: -1.6059 4.3462 -0.7527
H: 2.2699 2.8026 -2.6297
H: 2.9584 3.9644 -1.4920
H: 2.4440 4.4863 -3.0988
H: -0.0660 3.1297 -3.4818
H: 0.1877 4.8629 -3.7392
H: -1.1761 4.3098 -2.7667
H: 1.4666 5.6910 -0.3455
H: -0.1539 6.0063 -0.9876
H: 1.2693 6.2933 -2.0016
H: -3.2400 5.2466 0.3747
H: -4.8236 4.4978 0.5866
H: -3.8065 4.0103 -0.7730
H: -2.5672 4.5651 2.7576
H: -2.8813 2.9125 3.3179
H: -4.2349 3.9809 2.9192
H: -4.0542 1.5673 0.0158
H: -5.1180 2.1970 1.2901
H: -3.7516 1.1576 1.7144
H: -1.8837 -4.2030 -0.2144
H: 1.8150 -2.8970 -2.5200
H: 1.9432 -4.6131 -2.8637
H: 2.5973 -3.9706 -1.3556
H: -0.8907 -3.1072 -2.8081
H: -1.5667 -4.6474 -2.2661
H: -0.2575 -4.6395 -3.4426
H: 1.2729 -5.6794 -0.0794
H: 0.7262 -6.3300 -1.6352
H: -0.4550 -5.9117 -0.3841
F: 8.1855 0.3732 3.0931
C: 7.1551 -0.4594 3.2739
F: 6.5519 -0.1363 4.4246
F: 7.6221 -1.7063 3.3742
C: 6.1755 -0.3301 2.1292
C: 5.6254 0.9122 1.8525
C: 4.7119 1.0046 0.8305
N: 4.3176 -0.0693 0.1038
C: 4.8951 -1.2579 0.3679
C: 5.8241 -1.4271 1.3681
H: 5.9001 1.7927 2.4207
H: 4.2530 1.9437 0.5801
H: 4.5820 -2.0926 -0.2384
H: 6.2549 -2.4020 1.5523
C: -0.2476 0.0311 -4.2746
O: 1.1609 -0.0065 -3.8725
C: 1.4461 -0.0346 -2.6351
O: 0.5475 -0.0378 -1.7288
H: -0.2454 0.4459 -5.2721
H: -0.8244 0.6428 -3.5956
H: -0.6307 -0.9855 -4.2854

Calculated values
Spin multiplicity: 1
Energy above the lowest of the compared OMol25 structures with the same formula, charge and spin in kJ/mol: 141.2
Charge: +1

***

HOMO
In order: -8.42; -11.08
Unit: eV